The molecule C2H3ClFNS at a distorted geometry. Source: the Open Molecules 2025 dataset; level of theory: wB97M-V/def2-TZVPD.

Summary:
E: -1090.9329 hartree
Relative energy (zero: lowest compared OMol25 entry of this formula, charge and spin): 2.003 eV
Structure (SMILES): F[C@@H](Cl)/C=N\S
LUMO level: 0.0073 Ha

Element x y z (Å)
1 F 1.0003 2.0322 -0.9038
2 C 0.3208 1.0619 -0.0376
3 Cl -1.0166 1.8169 0.7102
4 C 0.2299 -0.1838 -0.7369
5 N -0.2448 -1.3836 -0.3987
6 S -0.9329 -1.3478 1.1778
7 H 1.1164 0.8483 0.5887
8 H 0.4398 -0.2496 -1.7628
9 H -0.9128 -2.5946 1.3630

natural (NBO) population analysis, charges in e, atoms 1 to 4:
1 F -0.3647
2 C 0.0702
3 Cl 0.0600
4 C 0.0073



A structure of composition C31H30N5O4PS3Ti. Source: the Open Molecules 2025 dataset; level of theory: wB97M-V/def2-TZVPD.

Summary:
E: -4159.6241 hartree
Relative energy (zero: lowest compared OMol25 entry of this formula, charge and spin): 0.000 eV
Charge: -2
LUMO level (alpha / beta): 0.1580 / 0.1580 Ha

Element x y z (Å)
1 Ti -1.8119 0.2441 0.1668
2 S 0.3799 -1.6526 2.4398
3 C 0.5048 -0.0745 3.0836
4 S -0.6011 1.1526 2.5547
5 C 1.5089 0.2617 4.0050
6 C 2.4539 -0.6887 4.4801
7 N 3.2330 -1.4261 4.9121
8 C 1.6723 1.5826 4.5044
9 N 1.8476 2.6390 4.9418
10 N -2.7922 -0.7313 2.0405
11 C -4.0366 -1.5009 2.0201
12 C -4.9773 -0.9823 0.9359
13 C -4.4211 -1.3926 -0.4167
14 O -5.0093 -2.2344 -1.1009
15 O -3.2946 -0.8692 -0.7258
16 H -2.0258 -1.2287 2.4995
17 H -2.9048 0.1385 2.5501
18 H -4.5312 -1.4695 2.9976
19 H -3.7929 -2.5489 1.8209
20 H -5.0215 0.1087 0.9945
21 H -5.9741 -1.4061 1.0567
22 C 0.5411 -3.9776 -0.0453
23 C -0.9420 -3.6368 -0.1347
24 C -1.8133 -4.8893 -0.1320
25 C -1.2903 -2.7732 -1.3464
26 C -0.8209 -3.3215 -2.6962
27 O 0.1125 -2.3435 -3.1750
28 C 0.0826 -1.2988 -2.2942
29 N -0.6550 -1.4385 -1.2711
30 C 0.9892 -0.1948 -2.7107
31 C 1.6134 -0.3587 -3.9557
32 C 2.5712 0.5271 -4.4079
33 C 2.9538 1.5887 -3.6013
34 C 2.3341 1.7634 -2.3799
35 C 1.3209 0.9149 -1.9255
36 P 0.5774 1.3208 -0.2725
37 C 0.2817 3.1246 -0.4650
38 C 0.0875 3.9180 0.6675
39 C -0.2300 5.2630 0.5460
40 C -0.3805 5.8398 -0.7063
41 C -0.2366 5.0508 -1.8367
42 C 0.0792 3.7053 -1.7155
43 C 2.1677 1.2075 0.6471
44 C 2.7891 2.2492 1.3255
45 C 3.9696 2.0311 2.0246
46 C 4.5401 0.7689 2.0581
47 C 3.9309 -0.2772 1.3783
48 C 2.7585 -0.0563 0.6761
49 H 0.7733 -4.4130 0.9278
50 H 1.1538 -3.0801 -0.1416
51 H 0.8391 -4.6962 -0.8164
52 H -1.1914 -3.0357 0.7433
53 H -1.6047 -5.5201 -1.0037
54 H -2.8740 -4.6285 -0.1550
55 H -1.6211 -5.4905 0.7596
56 H -2.3647 -2.6115 -1.3625
57 H -1.6317 -3.4029 -3.4209
58 H -0.2997 -4.2770 -2.6260
59 H 1.3445 -1.2055 -4.5671
60 H 3.0308 0.3742 -5.3770
61 H 3.7279 2.2769 -3.9197
62 H 2.6309 2.5910 -1.7477
63 H 0.1614 3.4742 1.6524
64 H -0.3726 5.8540 1.4426
65 H -0.6357 6.8893 -0.7994
66 H -0.3973 5.4726 -2.8220
67 H 0.1333 3.0958 -2.6064
68 H 2.3483 3.2355 1.3390
69 H 4.4132 2.8465 2.5825
70 H 5.4340 0.5882 2.6423
71 H 4.3416 -1.2773 1.4361
72 H 2.2689 -0.8865 0.1802
73 O -1.7241 1.2205 -1.6737
74 S -2.8236 2.2705 -1.1031
75 N -2.7982 1.7076 0.4250

Mulliken population analysis, charges in e, atoms 1 to 4:
1 Ti -0.1774
2 S -0.4759
3 C 1.0364
4 S -0.5343



A cluster of 2 separate species, C3H4N2OS in total at a distorted geometry. Source: the Open Molecules 2025 dataset; level of theory: wB97M-V/def2-TZVPD.

Summary:
E: -699.4889 hartree
Relative energy (zero: lowest compared OMol25 entry of this formula, charge and spin): 1.301 eV
<S²>: 2.0082
LUMO level (alpha / beta): -0.0090 / -0.0536 Ha
2S+1: 3

Element x y z (Å)
1 C -0.4062 1.6286 -0.1447
2 C -0.6338 1.2636 1.2172
3 C -0.4521 -0.5859 -0.2495
4 N -0.1919 0.6414 -0.9633
5 N -0.6056 -0.1047 1.2079
6 O -3.4076 -0.4669 0.5923
7 S -3.4515 0.1429 -0.7506
8 H -0.3228 2.6574 -0.4600
9 H -1.4093 -1.0243 -0.6214
10 H 0.2307 -1.3416 -0.3594
11 H -0.7845 -0.8228 1.8593

natural (NBO) population analysis, charges in e, atoms 1 to 4:
1 C -0.0460
2 C 0.0126
3 C -0.1413
4 N -0.3392